No. 1
Below is C3H5IO in the gas phase in a non-equilibrium geometry, with properties calculated with ωB97M-V with the def2-TZVPD basis set.

The geometry in XYZ format:
```
10
Properties=species:S:1:pos:R:3:forces:R:3:mulliken_charge:R:1
C 0.947187 1.048675 -0.725459 -1.2 -5.5 1.7 -0.782
C 0.546164 -0.260355 -0.251626 1.7 5.0 -1.6 0.237
I 1.985143 -1.695247 0.281353 -0.3 0.3 -0.1 0.088
C -0.896346 -0.538950 0.048182 -0.2 -0.4 -0.1 -0.603
O -1.356192 0.214469 1.147316 -0.1 0.2 0.5 -0.482
H 1.984389 1.280612 -0.871517 0.2 0.1 0.0 0.300
H 0.185557 1.759600 -0.970179 -0.3 0.3 0.0 0.280
H -1.065831 -1.611349 0.212430 0.0 0.1 -0.1 0.351
H -1.514076 -0.210761 -0.792676 0.1 -0.1 0.0 0.286
H -0.815997 0.013306 1.922176 0.0 0.0 -0.1 0.324
```
Positions in Å, forces in eV/Å.

The frontier orbital gap is 9.502 eV. The SMILES is C=C(I)CO. The calculation puts the HOMO energy at -9.004 eV.

No. 2
Below is 2 unconnected molecules or ions with the total composition C3H5IS in a non-equilibrium geometry, with properties calculated with ωB97M-V with the def2-TZVPD basis set.

The geometry in XYZ format:
```
10
Properties=species:S:1:pos:R:3:forces:R:3:mulliken_charge:R:1
C 0.954232 0.068876 -2.539992 0.9 -0.7 0.0 -0.367
C -0.089185 0.595536 -2.507667 -1.0 0.7 0.1 -0.446
H 1.815062 -0.473067 -2.559410 1.9 -1.0 -0.1 0.409
H -0.962392 1.121479 -2.472570 -1.7 0.9 0.1 0.414
S -1.750362 -0.189057 1.780944 0.4 -0.2 0.3 -0.159
C -0.015320 -0.505004 1.409838 -1.2 1.5 -1.9 -0.639
I 1.281884 1.199425 1.648170 -0.2 -0.2 -0.2 0.064
H -1.632937 0.232943 3.046304 0.1 0.0 0.1 0.130
H -0.118986 -0.772929 0.343934 0.5 0.4 0.3 0.152
H 0.518003 -1.278202 1.850448 0.4 -1.4 1.3 0.444
```
Positions in Å, forces in eV/Å.

The frontier orbital gap is 9.503 eV. The SMILES is C#C.SCI. The calculation puts the HOMO energy at -9.204 eV.

No. 3
Below is a molecular structure, C3H5IrO3 in a non-equilibrium geometry, with properties calculated with ωB97M-V with the def2-TZVPD basis set.

The geometry in XYZ format:
```
12
Properties=species:S:1:pos:R:3:forces:R:3:mulliken_charge:R:1
H -1.048820 0.513783 -1.498800 -0.6 0.7 -0.3 0.389
O -0.506312 -0.235036 -1.214687 -0.4 0.3 -0.6 -0.368
C 0.842839 1.831245 0.222416 0.2 3.0 1.5 0.764
C -0.767689 -0.609276 0.135357 -1.2 0.2 2.3 -0.379
O 0.584841 2.936409 0.185082 0.0 -1.4 -0.6 0.004
O 1.258607 0.722750 0.423837 0.5 -1.4 -0.3 -0.220
C 0.496874 -0.531311 0.935359 0.6 0.0 0.0 -0.220
Ir 0.304787 -1.430305 -2.683772 0.8 -1.3 -1.8 1.584
H -1.213389 -1.608541 0.173626 0.1 -0.1 0.1 0.429
H -1.483708 0.081418 0.602430 -0.3 0.0 -0.6 0.359
H 1.173799 -1.363320 0.722647 0.4 0.5 0.4 0.262
H 0.358171 -0.307815 1.996506 -0.1 -0.5 0.0 0.395
```
Positions in Å, forces in eV/Å.

The frontier orbital gap (spin up / spin down) is 11.282 / 6.747 eV. Its expectation value of S² is 8.755. As for the spin multiplicity: 6. As for the total charge: +3. The calculation puts the HOMO energy (spin up / spin down) at -25.008 / -26.995 eV.